(1)
ORCA calculation (the ωB97M-V functional and the def2-TZVPD basis) on a 2-piece molecular cluster, C9H17FSi overall at a distorted geometry.

Calculated values
* HOMO: -8.27 eV
* E_tot: -20201.6931 eV
* maximum force: 0.1071 Eh/bohr
* charge: 0

Structure (XYZ):
```
28
Properties=species:S:1:pos:R:3:forces:R:3:nbo_charge:R:1
C 0.7055 0.5772 -0.0439 0.1 1.4 -3.7 -0.061
C -0.3117 1.0531 -0.8020 -1.1 -1.7 1.5 -0.406
C 2.1268 1.2377 -0.3725 -0.8 -0.4 1.0 -0.430
C 0.7551 -0.6598 0.7595 -2.2 2.9 3.3 -0.460
C 3.1551 0.1922 -0.8064 -1.8 -2.3 0.1 -0.387
C 1.7362 -1.6064 0.3348 2.7 -2.0 -0.5 -0.397
C 3.1663 -1.0413 0.2454 -3.3 3.9 -2.0 -0.380
C -3.8626 1.3459 -1.0835 2.4 0.0 -1.9 -1.209
C -2.9174 -0.4171 1.6283 1.1 1.1 -0.7 -1.129
F -3.5162 -1.5084 -0.8228 1.1 2.0 0.1 -0.670
Si -2.8869 -0.0091 -0.3152 1.6 -1.1 1.8 1.798
H -0.1624 1.9169 -1.4785 -0.5 -0.5 0.4 0.180
H 1.9786 2.0564 -1.1170 0.2 -0.5 0.8 0.213
H 2.5018 1.6039 0.6066 -0.2 0.4 -0.5 0.197
H 0.8159 -0.2237 1.8167 1.0 -0.9 -0.7 0.207
H -0.1807 -1.1569 0.9226 -1.0 -0.1 -0.8 0.220
H 2.8333 -0.2962 -1.7656 0.2 0.6 0.6 0.188
H 4.1472 0.5519 -0.9668 0.7 0.6 0.1 0.205
H 1.8049 -2.4347 1.0384 -0.3 -0.3 0.0 0.211
H 1.3949 -2.0410 -0.6425 0.6 0.4 0.6 0.207
H 3.7701 -1.6772 -0.2228 2.7 -3.1 -1.3 0.199
H 3.5598 -0.6642 1.1409 0.4 0.1 1.6 0.193
H -4.4871 0.8391 -1.8050 -0.3 0.1 -0.4 0.256
H -4.4471 1.9863 -0.4871 -0.5 0.7 0.9 0.257
H -3.0232 1.9211 -1.6485 -1.8 -0.7 0.9 0.267
H -2.4147 -1.4110 1.6605 -0.6 0.6 0.2 0.242
H -2.2659 0.3251 2.2394 -1.3 -1.2 -1.0 0.245
H -3.9754 -0.4599 1.9872 0.9 0.0 -0.2 0.243
```
Positions in Å, forces in eV/Å.

(2)
ORCA calculation (the ωB97M-V functional and the def2-TZVPD basis) on a 2-piece molecular cluster, C9H17N2 overall at a distorted geometry.

Calculated values
* HOMO: -12.51 eV
* E_tot: -12580.7317 eV
* maximum force: 0.0930 Eh/bohr
* charge: +1
* energy above the lowest of the compared OMol25 structures with the same formula, charge and spin: 56.3 kcal/mol

Structure (XYZ):
```
28
Properties=species:S:1:pos:R:3:forces:R:3:nbo_charge:R:1
C -0.8195 -1.1282 -0.4395 1.0 1.5 0.4 -0.106
C -1.4067 1.0246 0.3382 1.8 -0.3 -0.4 -0.152
C -1.7865 -0.2211 0.0659 -1.3 1.3 0.3 -0.014
C 0.5177 -0.9053 -0.4897 -0.7 -1.8 -0.3 -0.085
C 0.0682 1.4506 0.1699 0.2 1.0 1.3 -0.356
C 1.0308 0.3206 0.0750 0.5 -0.5 -2.1 0.528
C -3.3072 -0.6064 0.0950 4.6 -0.5 -1.1 -0.616
C 1.4015 -2.0507 -0.9702 1.8 2.1 -0.3 -0.624
C 0.3544 2.3094 -1.1435 2.4 -0.3 1.2 -0.570
N 2.3317 0.5779 -0.0748 -0.3 0.1 -0.1 -0.736
N 0.9387 -0.6348 2.1470 0.9 1.2 0.0 -1.004
H -1.3010 -1.9788 -0.7629 -0.1 -2.4 -1.1 0.220
H -2.2173 1.6389 0.6082 -0.2 1.6 0.4 0.230
H 0.4439 1.9808 1.0900 -0.7 0.2 -0.8 0.252
H -3.3758 -1.2332 0.9305 -0.6 -2.1 0.5 0.230
H -3.3905 -0.9418 -0.9360 -1.3 -0.6 0.4 0.233
H -3.8566 0.1970 0.3902 -1.7 2.5 0.0 0.222
H 2.4835 -1.6967 -0.9813 -1.2 -0.9 -0.1 0.190
H 1.1914 -2.3997 -1.9736 -0.3 0.2 -0.2 0.251
H 1.3436 -2.8805 -0.3164 0.0 -0.8 0.8 0.240
H -0.0358 1.7978 -1.9623 0.0 -1.6 -1.6 0.226
H 1.4855 2.6106 -1.3339 -2.6 -0.7 0.6 0.216
H -0.2658 3.1384 -1.2120 -0.8 2.1 0.7 0.240
H 2.7694 1.4891 -0.0728 -0.6 0.1 0.5 0.418
H 2.8290 -0.0525 -0.6665 0.4 -0.5 0.1 0.407
H 1.0810 -1.5653 2.4991 -0.4 -0.3 0.1 0.404
H 0.0252 -0.2600 2.2288 -1.4 -0.6 0.3 0.378
H 1.4672 0.0191 2.6975 0.7 -0.1 0.4 0.378
```
Positions in Å, forces in eV/Å.